# C33H55ClFeNO3S3Si

A molecular structure, C33H55ClFeNO3S3Si (ωB97M-V/def2-TZVPD, OMol25).

Geometry (Å):
Fe 0.07823 -0.57109 -0.47216
C 0.34806 5.49665 0.66502
C -0.93445 5.09678 1.38238
S -1.22111 3.30532 1.49192
C -2.66773 3.10699 0.43048
C -2.41002 3.20088 -1.06280
S -1.30676 1.91696 -1.72716
C 0.08579 2.86655 -2.40128
C 0.94080 3.66041 -1.42015
S 0.34422 5.36179 -1.14007
H 1.19601 4.93085 1.04831
H 0.54564 6.55154 0.86809
H -1.80078 5.55574 0.90440
H -0.89297 5.46420 2.40981
H -3.41838 3.84622 0.71883
H -3.07776 2.12838 0.67932
H -1.96738 4.16324 -1.31482
H -3.35672 3.10983 -1.59829
H -0.30711 3.50397 -3.19494
H 0.70183 2.09954 -2.87743
H 1.95064 3.73495 -1.82514
H 1.00094 3.15080 -0.46330
C 0.35473 -3.67008 2.34827
C -0.78299 -3.69198 1.31425
C -0.16195 -4.19135 -0.00014
C -1.81376 -4.74270 1.76360
Si -1.60638 -1.94627 1.12518
C -3.24751 -2.02534 0.09494
C -3.06746 -2.92886 -1.13234
C -4.41639 -2.58149 0.92614
C -3.66116 -0.63674 -0.41060
C -1.84600 -1.05781 2.82960
C -0.51955 -0.47725 3.34413
C -2.41561 -2.01676 3.88687
C -2.80563 0.13178 2.72877
H 0.79540 -4.67149 2.39265
H 0.01609 -3.42586 3.35451
H 1.14128 -2.96977 2.07160
H 0.38718 -5.11717 0.20244
H 0.54463 -3.48358 -0.42912
H -0.90350 -4.41566 -0.76375
H -1.28811 -5.68318 1.96105
H -2.55258 -4.94596 0.98882
H -2.34501 -4.46930 2.67520
H -2.99650 -3.97988 -0.85632
H -2.18118 -2.67971 -1.71958
H -3.93981 -2.82237 -1.78587
H -4.20650 -3.56772 1.33934
H -5.29914 -2.67669 0.28378
H -4.68722 -1.92265 1.75098
H -2.88013 -0.16262 -1.00703
H -3.92046 0.04338 0.39917
H -4.54157 -0.73395 -1.05492
H 0.26179 -1.22368 3.46218
H -0.69450 -0.00787 4.31860
H -0.14393 0.29573 2.67273
H -1.75671 -2.85529 4.10445
H -3.38810 -2.41720 3.59561
H -2.55593 -1.46185 4.82094
H -2.44138 0.87524 2.01957
H -2.86173 0.62372 3.70517
H -3.81795 -0.15713 2.44951
C 4.62308 0.47896 -1.30462
C 4.42246 1.95157 -1.06482
C 4.65706 2.81539 -2.13480
C 4.53446 4.18598 -2.01378
Cl 4.82771 5.20083 -3.39595
C 4.18345 4.75231 -0.80267
C 3.94228 3.91267 0.26756
C 4.03637 2.52905 0.14942
O 3.76614 1.88997 1.33611
C 3.33287 0.56029 1.46057
C 2.01237 0.21890 0.81541
O 1.41675 0.99490 0.03025
O 1.53405 -0.92603 1.05974
H 5.00859 0.32328 -2.31096
H 3.69212 -0.08252 -1.23825
H 5.34489 0.04826 -0.61096
H 4.94788 2.39539 -3.08906
H 4.09334 5.82459 -0.70133
H 3.66898 4.31617 1.23371
H 3.21618 0.39389 2.53195
H 4.06497 -0.16672 1.10258
C -1.03146 -0.74763 -3.55192
C 0.26810 -1.43963 -3.29269
C 1.04489 -2.09574 -4.20851
C 2.14231 -2.64194 -3.49812
C 1.99197 -2.30218 -2.17921
C 2.87807 -2.77962 -1.06560
N 0.84004 -1.53463 -2.02804
H -1.66406 -1.35531 -4.20111
H -0.91100 0.22699 -4.02919
H -1.60178 -0.58358 -2.63595
H 0.83312 -2.19076 -5.26219
H 2.94397 -3.24498 -3.89679
H 2.85022 -3.86998 -1.00393
H 2.58713 -2.39474 -0.09223
H 3.91673 -2.49657 -1.24602

Its LUMO energy (spin up / spin down) is 0.41 / -1.47 eV. As for the energy relative to the best compared isomer or geometry (same formula, charge and spin): 0.0 kJ/mol. Its multiplicity is 6. For the HOMO-LUMO gap (spin up / spin down), the calculation gives 7.541 / 5.638 eV.

=====

# C33H55KN5O14

A molecular structure, C33H55KN5O14 (ωB97M-V/def2-TZVPD, OMol25).

Geometry (Å):
C 1.85418 -2.64851 0.94519
O 1.79221 -1.70113 -0.17834
C 2.02234 -0.31112 0.24405
C 1.13882 0.18191 1.53386
C 0.49419 1.69920 1.36040
C -1.13621 1.70592 1.13081
C -1.93557 1.06829 2.43217
C -3.23994 0.15532 2.04224
C -3.81862 -0.53884 3.43724
O -4.17100 0.06825 4.60148
O -3.98888 -2.02767 3.36503
C -3.21053 -2.41524 2.15976
C -3.07550 -1.16083 1.07890
N -1.74617 -1.46891 0.42562
C -4.13630 -1.32708 -0.16156
O -5.18476 -0.26731 -0.20668
O -4.82865 0.57929 -1.13896
H 2.43005 -2.26586 1.88922
H 0.72495 -2.82130 1.29216
H 2.25513 -3.72058 0.65931
H 1.67897 0.37204 -0.67274
H 3.14664 -0.03655 0.44941
H 1.87812 0.23142 2.46948
H 0.27099 -0.53652 1.84985
H 1.05706 2.33368 0.52065
H 0.68166 2.25613 2.39715
H -1.48813 1.21226 0.12769
H -1.44485 2.85649 1.05066
H -1.18546 0.53941 3.19450
H -2.35601 2.00908 3.03425
H -4.05761 0.96355 1.80048
H -3.40907 -3.49089 1.71223
H -2.11968 -2.52784 2.63088
H -1.56673 -0.89570 -0.42879
H -1.84892 -2.46464 0.06509
H -3.57295 -1.26123 -1.20538
H -4.70224 -2.36881 -0.09528
H -5.63446 0.99681 -1.57581
O -6.93340 -2.59703 -0.76503
H -6.80490 -3.19764 0.01269
H -6.50666 -1.71517 -0.61594
H -7.89287 -2.50111 -0.99385
O 0.39655 -3.26931 -2.10826
H 0.81772 -2.56727 -1.64677
O 0.09070 -5.89845 -3.21976
H 0.21373 -4.91833 -3.14039
H -0.86921 -6.14456 -3.21428
H 0.59330 -6.38455 -2.51745
C -0.48556 2.01429 -3.53729
C -0.81311 1.01998 -2.50170
N -1.07193 0.23440 -1.68363
H -1.34598 2.22696 -4.18045
H -0.16693 2.96569 -3.09820
H 0.32629 1.66983 -4.18654
C -0.68993 -1.42759 5.74129
C 0.27052 -0.41705 5.77441
C 1.56622 -0.69922 6.20610
C 1.90435 -1.99552 6.59568
C 0.94482 -3.00688 6.55895
C -0.35338 -2.72262 6.13608
H -1.70054 -1.20654 5.40803
H 0.00878 0.59152 5.46430
H 2.31256 0.08987 6.23818
H 2.91535 -2.21669 6.92747
H 1.20894 -4.01739 6.86103
H -1.10209 -3.50956 6.11285
C -1.33172 -7.21821 -7.52656
C -0.71185 -6.33404 -6.47550
C 0.55116 -5.86264 -7.16268
O 0.26865 -5.81880 -8.56817
C -0.97809 -6.48775 -8.80353
H -2.40797 -7.36145 -7.40150
H -0.85033 -8.20332 -7.51388
H -1.36916 -5.47976 -6.27492
H -0.51736 -6.84543 -5.52936
H 1.37435 -6.56844 -7.00916
H 0.87067 -4.87410 -6.82038
H -1.72630 -5.72461 -9.04400
H -0.87934 -7.16149 -9.65910
N 4.45996 4.35170 1.48141
C 4.65020 5.64327 1.89878
C 3.80183 5.87768 2.95780
C 3.07872 4.68356 3.19110
C 3.50717 3.75701 2.26705
H 4.94706 3.90673 0.71436
H 5.36988 6.28375 1.40679
H 3.71419 6.80782 3.50414
H 2.32689 4.51721 3.95174
H 3.21543 2.72859 2.10092
N -6.59285 1.75798 6.27777
O -5.61059 2.51568 6.34099
O -6.85412 0.99938 7.22596
O -7.31391 1.75889 5.26626
K -0.89287 1.54508 6.50678
C 6.45914 7.97604 -3.06308
C 5.93380 7.83766 -1.77738
C 4.93994 6.88987 -1.52574
C 4.48065 6.07907 -2.57285
C 5.00081 6.22114 -3.86618
C 5.99242 7.17443 -4.10625
N 3.45421 5.06349 -2.30925
O 3.00553 4.98157 -1.15613
O 3.09820 4.34368 -3.25327
H 7.23795 8.71258 -3.25320
H 6.30162 8.46711 -0.96988
H 4.54084 6.79432 -0.51830
H 4.65000 5.60192 -4.68913
H 6.40474 7.29030 -5.10616

Its LUMO energy is -4.36 eV. Its charge is +1. For the HOMO-LUMO gap, the calculation gives 2.949 eV.

=====

# C33H55N3O7

3 unconnected molecules or ions with the total composition C33H55N3O7 (ωB97M-V/def2-TZVPD, OMol25).

Geometry (Å):
C -5.17050 -2.03554 4.47939
C -4.57364 -2.17398 3.18965
C -3.49415 -2.26078 1.91505
C -3.38060 -3.64557 0.99688
C -2.24643 -3.62062 -0.19604
C -1.28186 -2.29164 -0.46007
C -0.14593 -2.44935 -1.67706
C 1.41146 -2.30768 -1.09694
C 2.30104 -1.63587 -2.29940
C 3.94607 -1.65525 -1.99765
N 4.29656 -1.22924 -0.58996
C 4.51157 -2.45209 0.32638
C 5.60492 -0.47706 -0.50497
C 5.95909 0.25759 0.94782
O 6.53452 -0.37263 -1.45694
C -1.43937 -0.88894 0.43737
N -0.52659 0.24247 0.05460
C -0.86099 1.40877 0.94221
C 0.00142 2.81390 0.65994
C 1.58644 2.34380 0.59582
C 2.51426 3.33466 1.51680
C 2.06600 2.23526 -0.97861
C -1.95821 1.46834 2.14189
N -2.80277 0.27890 2.49942
C -2.55836 -0.91312 1.61834
H -5.47861 -1.67877 5.57594
H -4.04782 -4.59833 1.15936
H -2.14002 -4.60334 -0.86300
H -0.21417 -3.54695 -2.10854
H -0.31527 -1.60837 -2.47355
H 1.48155 -1.58612 -0.16541
H 1.83953 -3.37802 -0.82715
H 2.17340 -2.28153 -3.29042
H 1.91564 -0.54851 -2.58544
H 4.42253 -1.00990 -2.84936
H 4.29924 -2.77696 -2.15132
H 4.11754 -2.11979 1.38177
H 5.66719 -2.65323 0.34292
H 3.91305 -3.37279 -0.08568
H 7.13560 0.37650 0.97885
H 5.41149 1.28194 1.09480
H 5.67278 -0.42862 1.87469
H -0.13214 3.56700 1.54953
H -0.40670 3.26436 -0.34058
H 1.71651 1.24782 1.04747
H 3.53653 2.76480 1.73358
H 2.67837 4.39493 1.02380
H 1.95589 3.49011 2.55635
H 2.59778 1.19415 -1.11592
H 1.17391 2.41081 -1.74094
H 2.90008 3.05206 -1.21195
H -2.08684 2.45837 2.78318
C 3.47377 0.86443 -9.30464
O 3.80174 -0.40948 -8.77894
C 4.63321 -0.32105 -7.61991
C 4.52579 -1.59934 -6.78486
O 3.34129 -1.64106 -5.97786
C 2.11920 -1.90337 -6.68090
C 1.99173 -3.35887 -7.13810
O 2.73051 -3.56818 -8.34386
C 2.98117 -4.94254 -8.59002
H 4.37905 1.40257 -9.59859
H 2.84338 0.71984 -10.18560
H 2.90847 1.44451 -8.56770
H 4.34389 0.54113 -7.00675
H 5.66602 -0.19131 -7.96173
H 5.36022 -1.61100 -6.07679
H 4.61819 -2.49981 -7.39724
H 1.97867 -1.20137 -7.50444
H 1.32131 -1.70632 -5.95582
H 0.94274 -3.59057 -7.34672
H 2.36222 -4.02513 -6.34767
H 3.58260 -5.36877 -7.77998
H 3.54735 -5.02641 -9.52017
H 2.04059 -5.49138 -8.69415
C -8.50842 2.06400 8.81019
O -7.63321 2.62751 7.84933
C -7.42825 4.02673 8.05595
C -6.12459 4.48052 7.39455
O -4.96299 4.15771 8.17078
C -4.57681 2.77661 8.16657
C -3.94997 2.33395 6.84185
O -4.96838 2.05230 5.87904
C -4.46498 2.03257 4.55296
H -9.49001 2.54330 8.76247
H -8.62059 0.99958 8.58922
H -8.08405 2.16469 9.81462
H -7.39187 4.25350 9.12845
H -8.27367 4.55626 7.60292
H -6.13925 5.57319 7.33436
H -6.03133 4.10872 6.37110
H -5.40718 2.13328 8.46217
H -3.81291 2.68833 8.94750
H -3.37347 1.41627 6.99377
H -3.28551 3.12454 6.46850
H -4.05221 3.01237 4.29001
H -5.29319 1.81463 3.87520
H -3.70128 1.25691 4.44406

Its LUMO energy is -1.44 eV. For the HOMO-LUMO gap, the calculation gives 6.550 eV.

=====

# C33H56BN7O4S2

3 unconnected molecules or ions with the total composition C33H56BN7O4S2 (ωB97M-V/def2-TZVPD, OMol25).

Geometry (Å):
N -0.54367 -3.35651 -2.42185
B 0.77688 -4.04664 -2.00217
O 0.64771 -5.38184 -1.38073
C 2.24553 -3.29034 -2.29032
C 2.18529 -1.74015 -2.82136
C 3.50825 -0.79487 -3.16688
C 3.37798 0.78982 -3.65675
C 2.44438 0.99703 -4.98826
C 0.83280 1.08827 -4.70216
C 0.39710 2.13620 -3.51469
C -0.41553 1.42746 -2.25752
C -2.06415 1.51476 -2.41180
C -2.66698 0.62959 -3.65563
S -3.16770 -1.13141 -3.17925
C -3.28295 -2.15869 -4.77040
N -2.08079 -2.13860 -5.69052
N -2.39371 -2.92143 -6.80730
C -3.82089 -3.45171 -6.57052
O -4.39044 -2.99949 -5.27575
C 4.98070 -1.56307 -2.96870
C 5.01836 -3.14042 -2.42541
N 6.22710 -4.04183 -2.17100
S 5.65778 -5.60930 -1.54591
N 3.89306 -5.48568 -1.51125
C 3.69970 -4.05933 -2.04243
H -0.40549 -2.78151 -3.28230
H -0.88445 -2.79269 -1.61256
H 0.10697 -5.24772 -0.53527
H 1.13035 -1.25534 -2.96862
H 3.09704 1.46461 -2.74054
H 4.48136 1.11904 -3.97199
H 2.76133 2.04594 -5.46057
H 2.64244 0.20331 -5.84178
H 0.34587 0.00727 -4.56356
H 0.34160 1.50653 -5.70666
H 1.29670 2.80610 -3.11186
H -0.36858 2.91942 -3.98935
H -0.16408 0.28676 -2.13293
H -0.16140 1.94551 -1.21241
H -2.47148 2.61221 -2.44114
H -2.49381 1.01837 -1.41470
H -1.90069 0.55536 -4.53732
H -3.66281 1.14108 -4.06043
H -4.30322 -4.13674 -7.39496
H 5.99860 -1.02073 -3.19476
C -0.91812 6.58734 2.02017
C -1.86642 6.11337 0.88124
C -3.28364 6.72776 1.06373
C -4.09842 6.07906 2.17922
C -4.13683 4.56258 2.02017
C -2.72468 3.93543 1.89575
N -1.88299 4.61130 0.85205
O -2.36246 4.21195 -0.40961
C -2.01766 3.98890 3.27854
C -2.88099 2.40214 1.63268
C -1.24541 6.74556 -0.40839
H -0.15501 5.83645 2.24828
H -0.36694 7.49519 1.74766
H -1.45284 6.83250 2.94155
H -3.85011 6.63598 0.12936
H -3.20385 7.80316 1.26427
H -3.69366 6.35068 3.15906
H -5.12169 6.47162 2.15604
H -4.67082 4.12849 2.87519
H -4.73650 4.31874 1.13461
H -0.98927 3.61443 3.21012
H -2.54134 3.36035 4.01035
H -1.98988 4.98237 3.72257
H -3.47060 2.18257 0.73524
H -3.40074 1.91177 2.46603
H -1.90305 1.91790 1.52626
H -0.24083 6.35162 -0.60034
H -1.15900 7.83506 -0.30474
H -1.85918 6.57790 -1.30053
C 0.76038 -4.12371 5.64526
C 0.55558 -4.33482 4.11732
C 1.55756 -5.39442 3.57646
C 2.98692 -4.87792 3.43809
C 3.02613 -3.57839 2.64048
C 2.07250 -2.49602 3.20790
N 0.67759 -3.00965 3.41990
O 0.06950 -3.13218 2.15642
C 2.65544 -1.94838 4.54025
C 2.11093 -1.25160 2.26210
C -0.87844 -4.95253 4.01512
H 0.50500 -3.10363 5.94928
H 0.11645 -4.77988 6.24280
H 1.78206 -4.33887 5.96903
H 1.22611 -5.74958 2.59342
H 1.56207 -6.27519 4.23014
H 3.44162 -4.73577 4.42336
H 3.59772 -5.63323 2.92999
H 4.05746 -3.20334 2.62170
H 2.76661 -3.79980 1.59794
H 1.97044 -1.22830 5.00367
H 3.60415 -1.42443 4.36620
H 2.88510 -2.72035 5.27252
H 1.83375 -1.49342 1.22965
H 3.12163 -0.82583 2.21429
H 1.43964 -0.46220 2.62041
H -1.63972 -4.25290 4.37869
H -0.95276 -5.86561 4.62008
H -1.14057 -5.24884 2.99324

Its LUMO energy (spin up / spin down) is -1.40 / -1.38 eV. Its multiplicity is 3. For the HOMO-LUMO gap (spin up / spin down), the calculation gives 6.884 / 6.888 eV.

=====

In the order shown, the computed max |F| values come out to 0.232; 9.617; 9.947; 7.418 eV/Å.
In the order shown, the computed calculated total energy values come out to -4778.8662; -3216.3671; -1980.4800; -2795.7897 Eh.